Computed, not measured: a cluster of 2 separate species, C13H30O2PS2 in total, with wB97M-V/def2-TZVPD.

```
48
Properties=species:S:1:pos:R:3:nbo_charge:R:1
H -1.8598 0.6225 3.3162 0.237
H 1.5551 0.6816 -5.5954 0.193
C 0.6203 0.2672 -3.7061 -0.091
H 3.4217 -0.1874 2.4652 0.245
C 1.8901 -3.4848 2.8250 -0.398
H 1.4039 -2.9316 3.7430 0.220
H 2.2971 -3.7684 0.5869 0.256
O -0.4579 0.9174 -5.8023 -0.548
C 0.4298 -2.2475 0.7853 -0.596
C -3.9185 -0.4760 2.8611 -0.530
H -0.8525 2.8964 -6.2585 0.176
H -1.9368 -0.1148 -3.8440 0.200
H 2.6414 -4.3779 3.0628 0.250
C 1.6111 -3.2105 1.3887 -0.241
S -0.2245 -0.9521 1.9691 0.465
O -0.3668 0.8199 -2.8286 -0.566
H 4.2812 1.6652 4.2881 0.261
C -2.6355 0.4622 2.4313 -0.436
H -4.2029 -1.1654 1.9558 0.221
H -1.4432 0.6011 0.4578 0.262
H 0.9189 2.1308 -4.7972 0.182
H -1.5169 2.3375 -4.6928 0.170
H 3.3045 2.5202 2.8013 0.218
P 1.0664 0.7481 2.1538 0.648
H -0.4788 -2.9643 0.4972 0.278
C -1.5711 0.0623 -2.8284 -0.255
H 2.4078 2.2441 4.4465 0.233
H 0.7623 1.9925 -0.0312 0.269
C -1.3098 2.0555 -5.7291 -0.256
H -2.3305 0.6246 -2.2784 0.186
H -2.2557 1.8080 -6.2174 0.198
H 0.8049 -1.7600 -0.2124 0.254
H -2.9922 1.5590 2.1246 0.253
C 3.2399 1.7973 3.7228 -0.635
H 1.6036 0.2835 -0.3511 0.244
H 2.3933 -0.3568 4.1232 0.261
S -3.3955 -1.5679 4.2953 -0.052
C 0.7204 1.0715 -5.0048 -0.091
C -1.8159 -0.2618 1.1924 -0.521
H -2.4415 -1.0861 0.6253 0.278
H -1.9748 -1.5115 4.4479 0.136
H -1.4082 -0.8935 -2.3214 0.151
C 2.6594 0.3260 3.1900 -0.684
H -4.8124 0.2488 3.0953 0.260
C 1.5760 1.2302 0.3365 -0.934
H 2.5997 1.8076 0.4047 0.271
H 1.5786 0.3270 -3.1815 0.176
H 0.4144 -0.7900 -3.9125 0.181
```

Output
calculated total energy = -49008.24774 eV
HOMO-LUMO gap = 8.712 eV
net charge = +1
HOMO level = -0.426 hartree